1.
# C5H10O2

The molecule C5H10O2 (the ωB97M-V functional and the def2-TZVPD basis, OMol25).

Properties
M: 102.13 g mol⁻¹
Energy relative to the best compared isomer or geometry (same formula, charge and spin): 148.1 kcal/mol
Gap between HOMO and LUMO: 8.67 eV
Net charge: 0
HOMO level: -0.2924 Eh
Lowest unoccupied orbital energy: 0.71 eV

Geometry as XYZ:
```
17
Properties=species:S:1:pos:R:3:nbo_charge:R:1
C -0.62 -1.91 -0.81 -0.2538
O -0.63 -0.67 -0.07 -0.4442
C -0.10 0.38 -0.82 0.1226
C -2.32 -0.17 0.08 -0.4863
C 0.73 1.27 -0.28 -0.2600
C 1.31 1.20 1.11 -0.1035
O 2.72 1.35 1.07 -0.7048
H 0.39 -2.11 -1.18 0.1947
H -1.34 -1.82 -1.63 0.2134
H -0.93 -2.69 -0.12 0.2105
H -0.53 0.44 -1.82 0.2119
H -2.08 0.64 0.80 0.1202
H -2.62 -1.00 0.75 0.1169
H 1.02 2.12 -0.89 0.2255
H 0.94 2.04 1.71 0.1956
H 1.01 0.27 1.60 0.1777
H 3.07 0.65 0.50 0.4636
```


2.
# C5H10O2

A cluster of 2 separate species, C5H10O2 in total (the ωB97M-V functional and the def2-TZVPD basis, OMol25).

Properties
M: 102.13 g mol⁻¹
Energy relative to the best compared isomer or geometry (same formula, charge and spin): 60.3 kcal/mol
Gap between HOMO and LUMO: 10.59 eV
SMILES string: O=CCCO.C=C
Net charge: 0
HOMO level: -0.3615 Eh
Lowest unoccupied orbital energy: 0.75 eV

Geometry as XYZ:
```
17
Properties=species:S:1:pos:R:3:nbo_charge:R:1
O -2.06 -0.65 -0.86 -0.7162
C -1.44 0.58 -0.54 -0.0568
C -0.88 0.47 0.88 -0.5380
C 1.29 -1.43 -0.84 -0.4194
C 2.14 -1.05 0.12 -0.3764
O 1.18 1.31 1.80 -0.5157
C 0.19 1.50 1.14 0.4550
H -2.36 -0.60 -1.77 0.4723
H -0.62 0.80 -1.24 0.1653
H -2.16 1.41 -0.59 0.1631
H -0.46 -0.53 1.04 0.2404
H 0.31 -1.84 -0.61 0.2019
H 1.54 -1.32 -1.89 0.1908
H 3.11 -0.62 -0.12 0.1955
H 1.90 -1.13 1.17 0.2032
H 0.01 2.50 0.68 0.0998
H -1.68 0.61 1.61 0.2353
```


3.
# C5H10O2

The molecule C5H10O2 (the ωB97M-V functional and the def2-TZVPD basis, OMol25).

Properties
M: 102.13 g mol⁻¹
Energy relative to the best compared isomer or geometry (same formula, charge and spin): 61.4 kcal/mol
Gap between HOMO and LUMO: 10.56 eV
SMILES string: C[C@H]1OCC[C@H]1O
Net charge: 0
HOMO level: -0.3565 Eh
Lowest unoccupied orbital energy: 0.86 eV

Geometry as XYZ:
```
17
Properties=species:S:1:pos:R:3:nbo_charge:R:1
C 1.40 0.11 -1.00 -0.7469
C 0.85 0.14 0.66 0.1001
O 0.24 1.37 0.92 -0.5156
C -0.84 1.27 0.00 -0.0906
C -1.53 -0.05 0.37 -0.4675
C -0.31 -0.90 0.86 0.0665
O -0.05 -2.07 0.14 -0.7052
H 1.84 1.07 -1.30 0.2388
H 0.80 -0.14 -1.93 0.2164
H 2.18 -0.64 -1.01 0.2211
H 1.66 0.02 1.41 0.2119
H -0.32 1.09 -0.96 0.1808
H -1.42 2.19 0.02 0.1993
H -2.29 0.08 1.15 0.2160
H -1.99 -0.53 -0.50 0.2176
H -0.49 -1.24 1.89 0.1923
H 0.27 -1.77 -0.72 0.4650
```